Density functional theory data (ωB97M-V/def2-TZVPD) for a cluster of 3 separate species, C4H13NO2 in total.

ΔE to the lowest compared entry with this formula, charge and spin (kcal per mole): 28.9
HOMO energy (eV): -7.82
Electronic energy (eV): -9942.9445
Kohn-Sham gap (eV): 8.49

Cartesian coordinates (Å):
C: 2.539 -1.763 -0.003
C: 1.669 -0.639 -0.511
C: 0.386 -0.814 -0.818
N: -0.473 0.174 -1.317
C: -1.895 -0.128 -1.372
H: 2.453 -1.959 1.062
H: 2.338 -2.699 -0.527
H: 3.588 -1.508 -0.139
H: 2.111 0.346 -0.586
H: -0.093 -1.786 -0.681
H: -0.122 0.670 -2.117
H: -2.140 -0.876 -2.128
H: -2.224 -0.494 -0.401
H: -2.421 0.779 -1.663
O: -1.005 2.953 0.548
H: -1.156 3.067 -0.397
H: -1.475 3.669 1.000
O: -0.610 -0.466 2.805
H: 0.289 -0.176 2.982
H: -0.922 0.039 2.046